Record 1
This record from the Open Molecules 2025 dataset describes C25H43BrN2OsP2 as an isolated structure at a distorted geometry. The level of theory is the ωB97M-V functional and the def2-TZVPD basis.

Positions of all 74 atoms, in Å:
N -4.119 -3.533 4.338
C -4.001 -3.809 3.035
C -2.753 -4.018 2.436
C -1.583 -3.854 3.209
C -1.733 -3.527 4.573
C -3.025 -3.382 5.093
C -0.267 -3.884 2.596
Os 0.985 -0.172 -0.552
P 1.073 1.173 -2.604
C 0.797 -3.147 3.043
C 1.562 -2.392 2.044
C 2.254 -1.206 2.426
C 2.857 -0.423 1.469
C 2.706 -0.715 0.108
C 2.075 -1.955 -0.337
C 1.549 -2.785 0.686
Br 4.038 0.116 -1.316
H -0.155 -4.531 1.714
H 1.030 -2.981 4.107
H -2.692 -4.314 1.392
H -0.861 -3.431 5.217
H -4.925 -3.930 2.458
H -3.164 -3.187 6.161
H 2.269 -0.973 3.493
H 1.062 -3.728 0.415
H 3.441 0.456 1.705
H 2.349 -2.336 -1.331
P -0.515 0.965 0.754
C 1.348 -0.067 -3.935
C 2.457 0.145 -4.966
H 0.385 -0.103 -4.466
H 1.473 -1.040 -3.426
H 2.626 -0.813 -5.475
H 2.153 0.861 -5.746
H 3.410 0.458 -4.523
C 2.208 2.600 -2.357
C 2.472 3.561 -3.509
H 3.155 2.124 -2.039
H 1.829 3.136 -1.471
H 3.308 4.212 -3.211
H 2.773 3.029 -4.422
H 1.620 4.219 -3.725
C -0.496 2.005 -3.115
C -0.602 2.425 -4.580
H -0.581 2.871 -2.445
H -1.317 1.320 -2.849
H -1.527 3.007 -4.693
H 0.225 3.075 -4.894
H -0.667 1.556 -5.251
C -2.201 1.177 0.039
C -2.616 2.579 -0.402
H -2.895 0.828 0.813
H -2.319 0.467 -0.794
H -3.531 2.865 0.132
H -1.867 3.356 -0.221
H -2.843 2.594 -1.473
C 0.106 2.675 1.119
C 1.307 2.720 2.061
H -0.734 3.232 1.562
H 0.344 3.178 0.168
H 1.908 3.617 1.857
H 0.975 2.770 3.106
H 1.961 1.847 1.944
C -0.809 0.282 2.456
C -2.217 -0.134 2.893
H -0.469 1.077 3.133
H -0.111 -0.552 2.623
H -2.157 -0.582 3.897
H -2.878 0.744 2.953
H -2.688 -0.891 2.248
N -0.515 -1.540 -1.221
H -1.216 -1.094 -1.806
H -0.996 -2.079 -0.497
H -0.044 -2.212 -1.820

The spin multiplicity is 5. The net charge is +4. The max |F| is 4.39 eV/A. The HOMO-LUMO gap (alpha / beta) comes out at 0.214 / 0.194 Ha. The calculation puts the lowest unoccupied orbital energy (alpha / beta) at -13.6 / -15.0 eV. The relative energy (zero: lowest compared OMol25 entry of this formula, charge and spin) is 0.0 kJ/mol. The expectation value of S² is 6.11.


Record 2
This record from the Open Molecules 2025 dataset describes C26H49FeNO4Si2 as an isolated structure at a distorted geometry. The level of theory is the ωB97M-V functional and the def2-TZVPD basis.

Positions of all 83 atoms, in Å:
O -0.509 -1.088 -2.317
O 0.665 0.740 -3.528
C 0.219 -2.378 -2.659
C -0.559 -3.512 -2.065
H 1.212 -2.238 -2.225
H 0.297 -2.410 -3.750
H -0.680 -3.402 -0.979
H -0.013 -4.438 -2.261
H -1.551 -3.603 -2.520
C -1.890 -0.935 -2.943
C -1.863 -1.122 -4.433
H -2.190 0.070 -2.634
H -2.484 -1.680 -2.414
H -1.099 -0.503 -4.924
H -2.840 -0.824 -4.830
H -1.712 -2.174 -4.701
C 0.215 2.110 -3.368
C 1.974 0.555 -4.116
C -0.746 2.499 -4.461
H 1.094 2.771 -3.352
H -0.258 2.143 -2.382
H -0.262 2.457 -5.442
H -1.091 3.523 -4.293
H -1.623 1.844 -4.478
C 1.947 0.732 -5.614
H 2.266 -0.461 -3.831
H 2.667 1.259 -3.638
H 1.114 0.182 -6.071
H 2.880 0.349 -6.038
H 1.860 1.790 -5.884
H 0.063 -0.289 -2.687
Fe 0.059 0.135 1.520
C 1.550 -0.175 0.113
Si 3.316 0.373 0.385
H 1.485 -1.243 -0.165
H 1.128 0.389 -0.743
C 4.394 -0.690 -0.733
C 3.912 0.241 2.158
C 3.529 2.167 -0.136
C -1.705 -0.905 1.114
Si -3.341 0.007 0.953
H -1.767 -1.654 1.930
H -1.446 -1.480 0.202
C -4.537 -0.839 -0.237
C -3.121 1.718 0.202
C -4.214 0.200 2.607
H 2.946 2.386 -1.039
H 4.581 2.393 -0.355
H 3.198 2.855 0.652
H 4.123 -1.747 -0.624
H 5.459 -0.586 -0.493
H 4.255 -0.413 -1.786
H 3.488 -0.623 2.684
H 3.663 1.140 2.736
H 5.007 0.136 2.183
H -3.642 1.786 -0.763
H -2.067 1.974 0.048
H -3.544 2.486 0.863
H -5.126 0.801 2.488
H -3.574 0.710 3.339
H -4.515 -0.765 3.036
H -5.553 -0.447 -0.095
H -4.576 -1.923 -0.088
H -4.263 -0.650 -1.283
O -0.919 3.773 2.811
C -0.488 2.633 2.680
O -0.209 2.042 1.521
C -0.250 1.731 3.855
C -0.426 2.123 5.182
C -0.189 1.199 6.188
C 0.226 -0.111 5.858
C 0.549 -1.090 6.838
C 0.938 -2.360 6.458
C 0.982 -2.728 5.104
C 0.653 -1.805 4.113
C 0.312 -0.483 4.476
N 0.075 0.460 3.506
H -0.754 3.143 5.355
H -0.316 1.478 7.230
H 0.483 -0.797 7.889
H 1.213 -3.096 7.226
H 1.267 -3.745 4.819
H 0.653 -2.090 3.057

The spin multiplicity is 5. The net charge is 0. The max |F| is 3.29 eV/A. The HOMO-LUMO gap (alpha / beta) comes out at 0.218 / 0.227 Ha. The calculation puts the lowest unoccupied orbital energy (alpha / beta) at 0.0 / 0.0 eV. The relative energy (zero: lowest compared OMol25 entry of this formula, charge and spin) is 0.0 kJ/mol. The expectation value of S² is 6.02.


Record 3
This record from the Open Molecules 2025 dataset describes a 8-piece molecular cluster, C53H38ClFN5O19 overall at a distorted geometry. The level of theory is the ωB97M-V functional and the def2-TZVPD basis.

Positions of all 117 atoms, in Å:
C -3.908 -1.438 -0.323
C -2.893 -2.018 -0.088
C -1.664 -2.727 0.206
N -1.044 -3.397 -0.939
C -0.331 -2.993 -2.039
N -0.055 -1.748 -2.413
C -0.545 -0.535 -1.798
C -1.839 -0.104 -2.488
O -2.494 -0.885 -3.105
O -2.179 1.211 -2.368
C 0.763 -1.580 -3.616
C 2.265 -1.675 -3.408
O 2.984 -0.879 -3.913
Cl 2.997 -2.969 -2.438
N 0.080 -4.049 -2.749
C -0.403 -5.108 -2.148
N -1.100 -4.757 -1.067
C -1.792 -5.775 -0.270
O -1.266 -6.308 0.642
N -3.077 -6.128 -0.749
C -3.548 -5.207 -1.741
O -3.098 -5.061 -2.823
F -4.523 -4.464 -1.278
H -4.909 -1.037 -0.306
H -0.932 -2.081 0.682
H -1.910 -3.473 0.961
H -0.625 -0.559 -0.720
H 0.177 0.250 -2.009
H -1.642 1.712 -2.996
H 0.422 -2.232 -4.417
H 0.604 -0.571 -3.971
H -0.271 -6.121 -2.482
H -3.021 -7.051 -1.174
C 3.735 2.545 0.674
C 2.486 2.117 0.845
C 2.119 0.718 0.542
O 0.983 0.298 0.680
C 3.178 -0.186 0.048
C 4.428 0.234 -0.125
C 4.804 1.640 0.180
O 5.940 2.030 0.032
H 4.029 3.563 0.891
H 1.695 2.759 1.209
H 2.865 -1.200 -0.167
H 5.216 -0.412 -0.491
C 6.646 6.886 3.702
C 5.398 6.445 3.835
C 5.045 5.045 3.506
O 3.905 4.630 3.609
C 6.125 4.153 3.031
C 7.373 4.589 2.892
C 7.733 5.993 3.219
O 8.868 6.394 3.098
H 6.930 7.904 3.934
H 4.591 7.078 4.181
H 5.833 3.135 2.805
H 8.176 3.953 2.542
C 5.141 -6.027 -7.495
C 3.907 -5.568 -7.309
C 3.656 -4.342 -6.514
O 2.529 -3.922 -6.336
C 4.830 -3.647 -5.936
C 6.066 -4.104 -6.117
C 6.320 -5.332 -6.914
O 7.442 -5.750 -7.083
H 5.348 -6.920 -8.071
H 3.036 -6.060 -7.722
H 4.619 -2.753 -5.361
H 6.936 -3.612 -5.700
C 1.384 3.229 5.116
C 0.684 4.019 5.925
C -0.743 3.746 6.223
O -1.382 4.467 6.960
C -1.363 2.557 5.585
C -0.665 1.768 4.774
C 0.764 2.042 4.476
O 1.397 1.320 3.733
H 2.424 3.413 4.883
H 1.116 4.890 6.401
H -2.405 2.377 5.818
H -1.097 0.897 4.297
C -9.295 0.937 -2.465
C -8.388 0.045 -2.078
C -7.509 0.304 -0.916
O -6.678 -0.515 -0.565
C -7.673 1.586 -0.195
C -8.580 2.480 -0.579
C -9.464 2.226 -1.746
O -10.290 3.037 -2.096
H -9.948 0.771 -3.312
H -8.248 -0.900 -2.586
H -7.019 1.749 0.652
H -8.717 3.424 -0.068
C -1.294 6.006 9.566
C -2.499 5.548 9.891
C -3.287 6.161 10.989
O -4.385 5.743 11.287
C -2.678 7.307 11.711
C -1.472 7.766 11.387
C -0.687 7.151 10.287
O 0.412 7.570 9.988
H -0.709 5.575 8.771
H -2.959 4.715 9.374
H -3.269 7.740 12.508
H -1.010 8.600 11.900
C -0.674 -5.614 -8.229
C -0.334 -4.417 -7.756
C -0.863 -3.926 -6.462
O -0.553 -2.838 -6.020
C -1.785 -4.816 -5.714
C -2.124 -6.014 -6.183
C -1.594 -6.508 -7.480
O -1.899 -7.599 -7.905
H -0.300 -5.994 -9.171
H 0.338 -3.753 -8.284
H -2.159 -4.433 -4.777
H -2.794 -6.678 -5.652

The net charge is +1. The max |F| is 1.40 eV/A. The HOMO-LUMO gap comes out at 0.274 Ha. The calculation puts the lowest unoccupied orbital energy at -3.6 eV.